The following is a DFT calculation (ωB97M-V/def2-TZVPD) of a structure of composition C29H66AlCl2O13.

```
111
C29H66AlCl2O13 | the Open Molecules 2025 dataset | ωB97M-V/def2-TZVPD
C 0.241 -5.051 3.562
C -0.398 -3.750 3.111
Cl 0.935 -2.486 3.245
C -1.659 -3.374 3.890
Cl -1.251 -2.786 5.554
Al -2.888 -5.016 4.029
C -4.849 -4.467 4.118
C -5.346 -4.245 2.763
O -5.259 -3.181 2.154
H 1.209 -5.149 3.069
H 0.431 -5.015 4.629
H -0.358 -5.907 3.273
H -0.670 -3.779 2.062
H -2.134 -2.539 3.384
H -2.687 -5.880 2.664
H -2.431 -5.908 5.287
H -5.374 -5.329 4.541
H -5.038 -3.605 4.754
H -5.821 -5.119 2.277
C 2.911 -1.951 0.390
O 3.855 -0.892 0.360
C 4.363 -0.527 1.628
C 5.876 -0.455 1.658
O 6.563 -1.679 1.458
C 6.550 -2.295 0.185
C 7.320 -1.587 -0.909
O 6.743 -0.347 -1.287
C 7.654 0.727 -1.351
H 1.905 -1.572 0.575
H 2.930 -2.439 -0.587
H 3.157 -2.692 1.152
H 4.014 -1.216 2.403
H 3.981 0.473 1.875
H 6.150 -0.150 2.672
H 6.248 0.324 0.989
H 5.533 -2.525 -0.137
H 7.054 -3.253 0.341
H 7.318 -2.246 -1.789
H 8.361 -1.454 -0.594
H 8.415 0.662 -0.567
H 7.093 1.651 -1.207
H 8.144 0.765 -2.332
C 6.597 -0.221 -4.814
O 7.490 -0.579 -5.852
C 8.798 -0.898 -5.425
C 9.296 -2.222 -5.968
O 8.607 -3.374 -5.520
C 7.282 -3.624 -5.958
C 7.120 -3.988 -7.419
O 7.420 -2.916 -8.295
C 8.280 -3.239 -9.363
H 6.671 0.850 -4.595
H 5.584 -0.437 -5.152
H 6.780 -0.790 -3.899
H 8.859 -0.912 -4.331
H 9.476 -0.115 -5.789
H 10.313 -2.347 -5.585
H 9.374 -2.198 -7.057
H 6.609 -2.813 -5.679
H 6.969 -4.502 -5.387
H 6.071 -4.269 -7.571
H 7.738 -4.864 -7.646
H 9.053 -3.952 -9.060
H 8.769 -2.319 -9.684
H 7.720 -3.651 -10.210
C -6.350 3.190 6.095
O -5.508 2.905 5.004
C -4.259 2.321 5.343
C -3.943 1.067 4.554
O -4.779 -0.046 4.784
C -6.123 -0.049 4.342
C -6.338 -0.050 2.845
O -5.931 1.172 2.241
C -5.111 1.016 1.104
H -6.124 4.174 6.524
H -7.378 3.199 5.730
H -6.273 2.430 6.878
H -4.214 2.097 6.414
H -3.475 3.058 5.122
H -2.956 0.736 4.889
H -3.850 1.288 3.489
H -6.703 0.747 4.819
H -6.525 -0.996 4.712
H -7.414 -0.172 2.666
H -5.824 -0.906 2.403
H -4.431 0.166 1.208
H -4.514 1.924 0.995
H -5.714 0.886 0.198
C -7.254 7.096 -3.108
O -7.322 5.967 -2.268
C -6.405 4.932 -2.576
C -5.612 4.456 -1.377
O -4.725 5.398 -0.803
C -5.234 6.504 -0.078
C -5.911 6.177 1.237
O -7.123 5.472 1.068
C -7.246 4.309 1.869
H -7.867 6.959 -4.006
H -7.641 7.950 -2.550
H -6.225 7.320 -3.406
H -5.715 5.249 -3.366
H -6.977 4.075 -2.955
H -4.961 3.656 -1.743
H -6.261 4.006 -0.625
H -5.872 7.134 -0.702
H -4.349 7.097 0.167
H -6.135 7.129 1.738
H -5.215 5.619 1.872
H -6.295 3.784 1.978
H -7.948 3.637 1.375
H -7.637 4.557 2.861
```

Its HOMO energy is -5.62 eV. The value obtained for the LUMO energy is 1.97 eV. The value obtained for the frontier orbital gap is 7.58 eV. As for the charge: -1. Its max |F| is 1.03 eV/Å.

***

The following is a DFT calculation (ωB97M-V/def2-TZVPD) of a cluster of 10 separate species, C29H66Cl8N5O9P in total.

```
118
C29H66Cl8N5O9P | the Open Molecules 2025 dataset | ωB97M-V/def2-TZVPD
C -17.469 9.227 15.294
C -16.779 8.026 14.662
O -17.341 7.813 13.356
P -17.528 6.305 12.859
O -18.678 5.598 13.478
O -17.699 6.548 11.289
C -17.895 5.468 10.369
C -19.287 4.938 10.325
O -16.101 5.581 12.995
C -14.971 6.081 12.262
C -13.789 5.177 12.483
H -18.498 9.294 14.957
H -17.342 9.190 16.377
H -16.939 10.148 15.034
H -15.715 8.217 14.504
H -16.897 7.180 15.342
H -17.520 5.853 9.413
H -17.095 4.734 10.549
H -19.612 4.599 11.308
H -19.997 5.723 10.050
H -19.346 4.170 9.551
H -15.236 6.216 11.208
H -14.775 7.116 12.573
H -13.514 5.066 13.534
H -14.015 4.158 12.169
H -12.937 5.610 11.961
C -13.431 8.119 9.059
N -13.079 8.039 7.655
C -11.997 8.920 7.285
C -13.792 7.317 6.777
O -13.589 7.355 5.570
H -12.594 7.843 9.699
H -14.318 7.553 9.348
H -13.749 9.143 9.290
H -12.207 9.922 7.672
H -11.044 8.565 7.673
H -11.934 9.090 6.213
H -14.570 6.673 7.210
C -16.855 3.681 2.740
N -15.633 3.728 3.507
C -15.381 4.969 4.197
C -14.615 2.889 3.210
O -13.510 2.866 3.706
H -17.705 3.879 3.398
H -17.039 2.705 2.294
H -16.892 4.426 1.940
H -14.558 4.978 4.904
H -15.243 5.724 3.415
H -16.228 5.278 4.812
H -14.934 2.144 2.459
C -18.997 3.414 6.423
N -17.929 4.378 6.589
C -18.249 5.791 6.315
C -16.825 4.041 7.265
O -15.964 4.810 7.680
H -19.660 3.576 5.572
H -19.706 3.416 7.260
H -18.612 2.396 6.357
H -19.181 5.977 6.845
H -17.443 6.437 6.648
H -18.322 5.851 5.229
H -16.695 2.963 7.467
C -21.768 0.566 2.296
N -21.723 0.255 3.707
C -20.938 1.159 4.507
C -22.511 -0.672 4.285
O -22.496 -0.979 5.462
H -22.211 -0.258 1.742
H -20.731 0.746 1.997
H -22.293 1.507 2.093
H -19.869 1.010 4.309
H -21.096 2.219 4.292
H -21.092 0.962 5.564
H -23.125 -1.179 3.519
C -15.994 -0.636 9.470
N -16.136 -0.100 8.115
C -14.959 0.597 7.654
C -17.264 -0.242 7.400
O -17.418 0.220 6.283
H -15.190 -1.374 9.485
H -16.943 -1.090 9.747
H -15.702 0.163 10.152
H -14.032 0.048 7.837
H -14.876 0.702 6.570
H -14.975 1.593 8.105
H -18.055 -0.792 7.930
Cl -22.812 0.021 9.823
C -23.217 0.759 8.271
C -23.038 2.272 8.400
Cl -23.477 3.049 6.842
H -24.300 0.652 8.176
H -22.712 0.285 7.436
H -21.981 2.479 8.568
H -23.653 2.756 9.148
Cl -19.237 8.948 6.907
C -19.419 9.504 5.216
C -18.824 8.657 4.130
Cl -17.053 8.649 4.161
H -18.964 10.492 5.196
H -20.501 9.554 5.109
H -19.121 9.131 3.194
H -19.247 7.653 4.122
Cl -10.424 1.971 6.991
C -11.677 3.140 6.414
C -12.515 3.539 7.594
Cl -11.648 4.636 8.758
H -12.321 2.668 5.670
H -11.164 3.939 5.887
H -12.975 2.699 8.103
H -13.354 4.125 7.207
Cl -21.769 7.507 1.377
C -22.106 5.753 1.318
C -22.340 5.211 2.712
Cl -20.867 5.200 3.739
H -21.250 5.239 0.890
H -22.992 5.625 0.703
H -22.678 4.176 2.650
H -23.072 5.718 3.334
```

As for the SMILES: CCOP(=O)(OCC)OCC.CN(C)C=O.CN(C)C=O.CN(C)C=O.CN(C)C=O.CN(C)C=O.ClCCCl.ClCCCl.ClCCCl.ClCCCl. Its HOMO energy is -9.07 eV. The value obtained for the LUMO energy is 0.03 eV. The value obtained for the frontier orbital gap is 9.10 eV. As for the charge: 0. Its max |F| is 2.01 eV/Å. Its relative energy (zero: lowest compared OMol25 entry of this formula, charge and spin) is 0.0 kJ/mol.

***

The following is a DFT calculation (ωB97M-V/def2-TZVPD) of a structure of composition C29H67F6NNiO17.

```
121
C29H67F6NNiO17 | the Open Molecules 2025 dataset | ωB97M-V/def2-TZVPD
Ni 1.998 -1.356 7.504
C 0.825 -4.008 9.281
O 1.982 -3.992 10.133
O 1.056 -3.159 8.149
C 0.341 -5.556 9.046
F -0.516 -6.075 9.935
F -0.137 -5.674 7.747
F 1.388 -6.409 8.929
C 1.865 -4.528 11.449
C 3.054 -3.919 12.174
H 3.985 -4.186 11.674
H 2.913 -2.855 12.363
H 2.971 -4.401 13.148
H 1.942 -5.607 11.312
H 0.976 -4.295 12.034
H 0.123 -3.691 10.052
C 1.796 0.789 10.115
O 2.981 1.423 9.640
O 1.544 -0.251 9.196
C 1.852 0.392 11.617
F 0.654 -0.150 12.063
F 2.717 -0.626 11.786
F 2.268 1.325 12.449
C 3.085 2.858 9.469
C 4.065 3.150 8.382
H 4.321 4.195 8.208
H 5.004 2.623 8.546
H 3.690 2.753 7.439
H 3.396 3.383 10.372
H 2.121 3.204 9.097
H 1.021 1.522 9.893
C -2.369 5.976 2.738
C -2.113 5.523 4.143
C -3.417 4.878 4.659
C -3.326 3.836 5.793
C -1.970 2.905 5.738
C -0.684 3.656 5.350
N -0.933 4.629 4.188
O 0.295 5.118 3.639
C -0.095 4.427 6.569
C 0.249 2.571 4.922
C -1.867 6.695 5.093
H -3.103 6.778 2.827
H -2.819 5.245 2.066
H -1.495 6.517 2.374
H -4.018 5.698 5.052
H -3.894 4.327 3.849
H -4.228 3.224 5.781
H -3.386 4.430 6.705
H -2.175 2.025 5.129
H -1.874 2.567 6.770
H 0.053 3.776 7.430
H 0.915 4.681 6.250
H -0.590 5.319 6.953
H 1.273 2.914 4.777
H 0.288 1.752 5.640
H 0.030 2.213 3.916
H -1.881 6.540 6.172
H -2.539 7.521 4.861
H -0.890 7.169 5.192
H 0.535 4.530 2.920
C 4.469 2.511 3.643
C 4.309 1.240 4.506
O 5.223 0.190 4.240
O 5.785 3.065 3.572
H 3.732 3.210 4.037
H 4.112 2.198 2.661
H 3.323 0.775 4.487
H 4.521 1.502 5.542
H 4.712 -0.622 4.266
H 6.321 2.301 3.348
C 1.377 -1.636 4.674
C 0.117 -1.703 5.578
O 0.159 -0.810 6.607
O 2.470 -2.003 5.531
H 1.481 -0.633 4.260
H 1.277 -2.388 3.892
H -0.258 -2.647 5.973
H -0.717 -1.547 4.893
H -0.741 -0.489 6.700
H 3.189 -2.390 5.026
C -0.784 -4.658 3.581
C -1.297 -3.905 2.240
O -0.167 -3.956 1.271
O -0.203 -5.807 3.136
H -1.605 -4.859 4.269
H 0.018 -4.059 4.012
H -1.659 -2.899 2.453
H -2.004 -4.635 1.846
H -0.336 -3.399 0.508
H -0.220 -5.486 2.232
C -4.082 -2.112 5.791
C -3.850 -0.631 6.216
O -2.646 -0.408 6.875
O -3.542 -2.194 4.485
H -5.169 -2.184 5.774
H -3.733 -2.853 6.510
H -4.542 -0.215 6.948
H -3.908 -0.063 5.288
H -2.661 -0.485 7.831
H -3.817 -3.041 4.127
C 5.511 -6.049 9.365
C 4.235 -5.704 8.546
O 4.561 -5.581 7.221
O 6.245 -4.867 9.733
H 5.993 -6.895 8.875
H 5.086 -6.590 10.211
H 3.813 -4.809 9.002
H 3.627 -6.609 8.542
H 3.705 -5.492 6.795
H 6.714 -4.569 8.950
C 5.076 -1.870 7.844
C 5.004 -0.443 7.538
O 3.647 -0.033 7.016
O 3.817 -2.245 8.370
H 5.956 -2.199 8.396
H 5.302 -2.506 6.989
H 5.667 -0.074 6.755
H 5.066 0.065 8.500
H 3.496 0.782 7.500
H 3.858 -3.030 8.922
```

As for the spin multiplicity: 3. Its HOMO energy (alpha / beta) is -8.13 / -8.10 eV. Its expectation value of S² is 2.003. The value obtained for the LUMO energy (alpha / beta) is -0.14 / -0.16 eV. The value obtained for the frontier orbital gap (alpha / beta) is 7.99 / 7.94 eV. As for the charge: 0. Its max |F| is 4.35 eV/Å. Its relative energy (zero: lowest compared OMol25 entry of this formula, charge and spin) is 294.2 kJ/mol.

***

The following is a DFT calculation (ωB97M-V/def2-TZVPD) of a cluster of 5 separate species, C29H69BNO2S in total.

```
103
C29H69BNO2S | the Open Molecules 2025 dataset | ωB97M-V/def2-TZVPD
N -0.387 -3.810 -4.626
C -0.524 -2.359 -4.822
C -1.451 -1.763 -3.762
C -1.230 -0.272 -3.495
C 0.234 0.105 -3.302
C 0.484 1.365 -2.423
O 1.325 2.208 -3.175
B 1.916 1.361 -4.202
S 3.526 0.373 -3.430
O 0.880 0.375 -4.519
H 0.276 -4.181 -5.298
H 0.034 -3.963 -3.714
H 0.427 -1.823 -4.823
H -0.964 -2.199 -5.811
H -2.489 -1.940 -4.065
H -1.312 -2.318 -2.827
H -1.626 0.323 -4.324
H -1.790 0.015 -2.598
H 0.750 -0.743 -2.813
H 0.970 1.054 -1.491
H -0.445 1.901 -2.183
H 2.300 1.950 -5.190
H 3.605 0.904 -2.206
C 2.102 0.980 1.006
C 0.645 0.779 1.403
C -0.045 2.035 1.925
C 0.551 2.595 3.218
C 0.609 1.595 4.374
C -0.754 1.042 4.778
H 2.738 1.291 1.839
H 2.524 0.060 0.599
H 2.177 1.739 0.224
H 0.567 -0.019 2.149
H 0.096 0.423 0.527
H -1.106 1.816 2.083
H -0.009 2.808 1.151
H -0.039 3.464 3.529
H 1.561 2.968 3.024
H 1.073 2.082 5.237
H 1.269 0.765 4.107
H -1.435 1.849 5.061
H -0.672 0.361 5.628
H -1.221 0.490 3.960
C 5.927 5.110 -9.575
C 6.152 4.008 -8.545
C 4.870 3.287 -8.131
C 3.809 4.181 -7.486
C 4.286 4.948 -6.252
C 4.757 4.030 -5.130
H 5.276 5.894 -9.184
H 6.868 5.580 -9.871
H 5.455 4.709 -10.476
H 6.636 4.431 -7.660
H 6.853 3.273 -8.950
H 5.122 2.478 -7.443
H 4.432 2.807 -9.013
H 2.965 3.550 -7.194
H 3.424 4.891 -8.226
H 3.456 5.561 -5.891
H 5.082 5.650 -6.527
H 3.971 3.329 -4.849
H 5.035 4.598 -4.239
H 5.627 3.439 -5.424
C -3.174 -1.538 2.833
C -2.038 -2.033 1.945
C -2.283 -1.793 0.458
C -3.511 -2.506 -0.111
C -3.514 -4.024 0.074
C -2.347 -4.724 -0.614
H -4.107 -2.072 2.642
H -2.927 -1.665 3.890
H -3.359 -0.474 2.665
H -1.855 -3.095 2.134
H -1.119 -1.513 2.227
H -1.390 -2.081 -0.103
H -2.398 -0.716 0.294
H -3.579 -2.279 -1.179
H -4.417 -2.092 0.343
H -4.453 -4.420 -0.322
H -3.512 -4.267 1.142
H -2.342 -4.515 -1.686
H -2.404 -5.807 -0.487
H -1.388 -4.398 -0.207
C -1.420 -2.941 6.438
C -2.886 -3.100 6.823
C -3.542 -1.789 7.253
C -2.901 -1.119 8.470
C -2.837 -1.993 9.722
C -4.206 -2.439 10.225
H -0.811 -2.602 7.278
H -0.995 -3.881 6.083
H -1.315 -2.205 5.637
H -2.980 -3.846 7.618
H -3.440 -3.499 5.969
H -4.603 -1.968 7.448
H -3.506 -1.086 6.414
H -3.464 -0.209 8.702
H -1.891 -0.790 8.216
H -2.327 -1.434 10.511
H -2.217 -2.872 9.528
H -4.840 -1.576 10.441
H -4.121 -3.028 11.140
H -4.725 -3.052 9.487
```

Its HOMO energy is -4.36 eV. The value obtained for the LUMO energy is 2.19 eV. The value obtained for the frontier orbital gap is 6.55 eV. As for the charge: -1. Its max |F| is 0.43 eV/Å.